## 1
Molecular formula: C5H19NO4
Method: DFT, ωB97M-V/def2-TZVPD

The spin multiplicity is 1. As for the SMILES: C=C(N)CCC.O.O.O.O. The HOMO-LUMO gap is 8.214 eV.

CARTESIAN COORDINATES (ANGSTROEM)
C -1.42 1.57 -0.17
C -0.41 0.70 -0.41
N 0.13 0.40 -1.69
C 0.39 0.03 0.69
C 0.79 1.16 1.68
C 1.76 0.54 2.71
H -1.63 1.88 0.78
H -2.07 1.91 -0.96
H 0.35 -0.55 -1.80
H -0.44 0.79 -2.50
H 1.26 -0.60 0.23
H -0.08 -0.88 1.19
H -0.21 1.54 2.01
H 1.38 1.86 1.04
H 2.47 -0.02 2.12
H 1.46 -0.11 3.49
H 2.39 1.34 3.18
O 2.92 2.71 0.06
H 2.74 2.18 -0.73
H 2.21 3.35 0.17
O -1.14 -3.37 0.84
H -2.06 -3.11 0.93
H -0.92 -3.09 1.70
O -2.91 -0.21 -2.51
H -2.18 -0.73 -2.23
H -3.49 -0.76 -3.00
O -0.51 -2.49 -2.36
H -0.65 -2.87 -1.53
H -0.13 -3.16 -2.93

***

## 2
Molecular formula: C5H19NO4
Method: DFT, ωB97M-V/def2-TZVPD

The spin multiplicity is 1. As for the SMILES: CN1CCCC1.O.O.O.O. The HOMO-LUMO gap is 9.449 eV.

CARTESIAN COORDINATES (ANGSTROEM)
C -0.45 1.07 -1.23
N -0.47 0.03 -0.17
C 0.25 0.47 1.06
C 0.89 -0.78 1.67
C 0.94 -1.83 0.56
C 0.15 -1.22 -0.61
H 0.59 1.28 -1.64
H -1.16 0.82 -2.06
H -0.86 1.98 -0.88
H 0.94 1.28 0.87
H -0.47 0.97 1.78
H 1.89 -0.61 2.07
H 0.36 -1.13 2.53
H 0.45 -2.79 0.97
H 1.92 -2.10 0.31
H -0.69 -1.94 -0.92
H 0.71 -1.13 -1.56
O -3.41 -1.07 -1.14
H -3.67 -1.12 -0.22
H -2.60 -0.61 -1.13
O -2.89 -0.89 1.49
H -2.10 -0.46 1.08
H -2.54 -1.66 1.84
O 3.01 0.67 -0.93
H 3.76 0.35 -0.30
H 2.25 0.18 -0.62
O 1.92 3.08 -0.44
H 2.39 3.79 -0.78
H 2.43 2.26 -0.67

***

Most stable to least stable: 2, 1

***

## 1
Molecular formula: C27H42N6O10
Method: DFT, ωB97M-V/def2-TZVPD

The spin multiplicity is 1. The HOMO-LUMO gap is 3.768 eV.

CARTESIAN COORDINATES (ANGSTROEM)
C -3.35 3.80 -4.62
C -2.41 2.62 -4.16
C -1.03 3.15 -3.80
C -0.88 3.69 -2.33
C -1.25 2.69 -1.37
C -2.68 2.33 -1.47
N -2.92 1.91 -2.95
O -3.60 0.82 -3.07
C -3.77 3.48 -1.17
C -3.02 1.30 -0.35
C -2.35 1.70 -5.35
H -4.48 3.60 -4.56
H -3.18 4.30 -5.66
H -3.29 4.73 -3.86
H -0.74 4.06 -4.66
H -0.12 2.51 -3.88
H -1.44 4.63 -2.24
H 0.07 3.99 -2.17
H -1.02 3.07 -0.29
H -0.61 1.79 -1.51
H -3.71 3.86 -0.12
H -4.93 3.17 -1.37
H -3.61 4.33 -1.78
H -4.05 0.78 -0.53
H -3.23 1.74 0.62
H -2.44 0.39 -0.24
H -3.37 1.33 -5.41
H -1.66 0.91 -5.09
H -1.92 1.98 -6.27
N 0.99 1.09 0.80
O 0.45 0.05 1.34
O 0.76 2.21 1.38
O 1.48 0.98 -0.23
C -1.86 -0.72 3.75
C -1.28 -2.26 3.89
C -2.06 -3.09 4.91
C -3.35 -2.68 5.51
C -3.79 -1.16 5.39
C -2.99 -0.29 4.39
N -4.37 -3.68 6.06
O -3.85 -4.79 6.60
O -5.53 -3.39 6.18
H -1.25 -0.04 3.15
H -0.35 -2.52 3.50
H -1.78 -4.04 4.89
H -4.62 -0.91 6.08
H -3.33 0.71 4.48
C 4.82 1.81 3.45
C 6.08 0.79 3.59
C 6.68 0.06 2.37
C 5.69 0.20 1.08
C 4.65 1.24 0.99
C 4.31 1.99 2.22
N 6.14 -0.49 -0.13
O 6.54 -1.80 -0.17
O 5.87 0.11 -1.20
H 4.52 2.30 4.46
H 6.38 0.71 4.59
H 7.58 -0.47 2.26
H 4.10 1.40 0.13
H 3.39 2.75 2.24
C -0.13 -0.97 -2.20
O 0.11 -0.19 -3.02
N -0.86 -2.10 -2.29
C -0.94 -3.04 -1.13
C -1.59 -2.34 -3.51
H 0.09 -0.80 -1.17
H -0.46 -2.91 -0.18
H -0.55 -3.90 -1.49
H -2.04 -3.40 -1.05
H -2.42 -1.67 -3.41
H -1.80 -3.43 -3.80
H -1.09 -2.04 -4.52
C 3.15 -2.24 2.03
O 3.38 -2.70 3.18
N 3.50 -3.02 0.99
C 3.29 -2.54 -0.41
C 4.13 -4.33 1.06
H 2.66 -1.43 1.77
H 3.32 -1.52 -0.31
H 2.34 -2.98 -0.86
H 3.91 -3.07 -1.18
H 3.69 -4.99 0.39
H 4.19 -4.91 1.95
H 5.11 -4.22 0.88

***

## 2
Molecular formula: C27H42N6O10
Method: DFT, ωB97M-V/def2-TZVPD

The spin multiplicity is 1. The HOMO-LUMO gap is 3.798 eV.

CARTESIAN COORDINATES (ANGSTROEM)
C 1.37 -0.34 -3.31
C 0.45 -0.72 -4.54
C -0.90 -0.03 -4.44
C -0.95 1.46 -4.95
C -0.38 1.50 -6.36
C 1.02 0.83 -6.73
N 1.09 -0.44 -5.92
O 1.77 -1.41 -6.33
C 2.31 1.59 -6.32
C 1.19 0.49 -8.25
C 0.05 -2.24 -4.43
H 1.03 -1.02 -2.61
H 1.36 0.76 -3.23
H 2.49 -0.74 -3.54
H -1.27 -0.12 -3.49
H -1.67 -0.54 -4.97
H -0.26 1.99 -4.24
H -1.91 1.94 -5.00
H -0.45 2.59 -6.61
H -1.15 1.01 -6.97
H 3.14 0.99 -6.71
H 2.41 1.96 -5.45
H 2.27 2.55 -7.10
H 0.46 -0.28 -8.41
H 2.15 0.18 -8.50
H 0.89 1.37 -8.67
H 0.82 -2.87 -4.43
H -0.49 -2.58 -5.35
H -0.76 -2.51 -3.63
N -0.58 -1.30 -0.08
O -0.78 -0.42 -0.83
O -1.10 -1.31 1.12
O 0.42 -2.01 -0.17
C 1.97 -3.75 2.63
C 2.82 -5.10 2.56
C 3.36 -5.54 3.94
C 3.04 -4.76 5.12
C 2.27 -3.49 5.19
C 1.73 -3.00 3.80
N 3.49 -5.29 6.46
O 2.72 -5.13 7.46
O 4.57 -6.06 6.51
H 1.40 -3.50 1.65
H 3.12 -5.60 1.77
H 3.87 -6.60 4.19
H 2.10 -2.81 6.13
H 1.12 -2.08 3.76
C -3.88 -1.02 4.07
C -3.20 0.34 3.71
C -3.58 1.40 4.73
C -4.29 1.06 6.02
C -4.95 -0.31 6.24
C -4.68 -1.33 5.24
N -4.40 2.07 7.09
O -3.85 3.16 6.96
O -5.09 1.87 7.99
H -3.63 -1.79 3.43
H -2.55 0.67 2.85
H -3.09 2.51 4.45
H -5.29 -0.32 7.26
H -4.97 -2.37 5.36
C 3.48 1.03 3.88
O 3.28 -0.11 4.58
N 2.95 1.20 2.68
C 3.23 2.53 2.03
C 2.20 0.12 1.85
H 4.06 1.73 4.31
H 2.52 3.07 1.38
H 4.22 2.67 1.54
H 3.40 3.37 2.67
H 2.04 0.29 0.91
H 1.23 -0.08 2.42
H 2.68 -0.83 2.00
C -2.61 2.40 -1.73
O -3.22 2.81 -2.71
N -2.48 3.32 -0.70
C -1.76 3.02 0.56
C -3.06 4.65 -0.78
H -2.12 1.58 -1.43
H -2.03 2.06 1.16
H -1.76 3.65 1.20
H -0.60 2.86 0.30
H -2.67 5.10 -1.40
H -3.04 5.38 0.01
H -4.14 4.63 -0.89

***

Most stable to least stable: 1, 2

***

## 1
Molecular formula: C5H6O2S
Method: DFT, ωB97M-V/def2-TZVPD

The spin multiplicity is 1. As for the SMILES: O=C[C@@]12C[C@@H]1OCS2. The HOMO-LUMO gap is 9.744 eV.

CARTESIAN COORDINATES (ANGSTROEM)
O 2.11 -1.13 0.50
C 1.05 -1.29 0.00
C 0.30 -0.21 -0.81
C 1.13 1.01 -0.96
C 0.00 1.00 0.00
O -0.44 0.57 1.28
C -1.57 -0.27 0.95
S -1.43 -0.84 -0.94
H 0.49 -2.28 0.17
H 1.02 1.73 -1.76
H 2.15 0.85 -0.73
H -0.74 1.61 -0.47
H -1.53 -1.05 1.70
H -2.54 0.29 1.07

***

## 2
Molecular formula: C5H6O2S
Method: DFT, ωB97M-V/def2-TZVPD

The spin multiplicity is 1. As for the SMILES: O=CC(=S)OC1CC1. The HOMO-LUMO gap is 8.396 eV.

CARTESIAN COORDINATES (ANGSTROEM)
O 0.73 -0.74 -2.15
C -0.46 -0.79 -2.01
C -1.29 0.21 -1.23
S -2.83 0.46 -1.74
O -0.74 0.91 -0.25
C 0.53 0.55 0.29
C 0.67 0.81 1.76
C 0.58 -0.61 1.21
H -1.08 -1.56 -2.50
H 1.36 0.76 -0.36
H -0.21 1.19 2.28
H 1.64 1.16 2.11
H -0.36 -1.12 1.40
H 1.45 -1.24 1.19

***

Most stable to least stable: 2, 1

***

## 1
Molecular formula: C5H6O2S
Method: DFT, ωB97M-V/def2-TZVPD

The spin multiplicity is 1. As for the SMILES: O=C1O[C@H]2CC[C@H]2S1. The HOMO-LUMO gap is 10.408 eV.

CARTESIAN COORDINATES (ANGSTROEM)
O -3.35 -0.22 -0.40
C -2.22 -0.06 -0.01
O -1.46 -1.08 0.45
C -0.06 -0.68 0.54
C 0.85 -0.70 -0.67
C 1.34 0.68 -0.27
C 0.09 0.82 0.68
S -1.42 1.48 -0.04
H 0.32 -1.24 1.38
H 0.35 -0.75 -1.67
H 1.58 -1.53 -0.72
H 1.43 1.34 -1.15
H 2.34 0.66 0.23
H 0.21 1.28 1.66

***

## 2
Molecular formula: C5H6O2S
Method: DFT, ωB97M-V/def2-TZVPD

The spin multiplicity is 1. As for the SMILES: C=CC(=O)[C@H](O)C=S. The HOMO-LUMO gap is 8.631 eV.

CARTESIAN COORDINATES (ANGSTROEM)
C 2.60 -0.32 -0.84
C 1.53 -0.44 -0.10
C 0.52 0.56 0.19
O 0.49 1.83 0.19
C -0.91 0.09 0.75
O -0.97 -1.37 0.67
C -2.14 0.73 0.04
S -3.45 0.00 -0.65
H 3.00 -1.32 -1.55
H 3.22 0.67 -1.16
H 1.08 -1.48 0.15
H -0.80 0.62 1.77
H -2.02 -1.43 0.62
H -2.15 1.88 -0.07

***

Most stable to least stable: 1, 2

***

## 1
Molecular formula: C9H14
Method: DFT, ωB97M-V/def2-TZVPD

The spin multiplicity is 2. As for the total charge: +1. The HOMO-LUMO gap (spin up / spin down) is 10.401 / 6.724 eV. The expectation value of S² is 0.768.

CARTESIAN COORDINATES (ANGSTROEM)
C 0.29 0.79 -2.06
C -1.90 -0.84 0.48
C -2.77 0.23 0.75
C -0.77 -0.59 -0.25
C -0.63 0.64 -0.93
C -2.53 1.54 0.24
C -1.52 1.75 -0.63
H -2.15 -1.87 0.70
H -3.64 0.06 1.37
H -0.02 -1.36 -0.34
H -3.28 2.25 0.57
H 1.07 1.54 -1.90
H -0.15 0.94 -3.05
H -1.20 2.70 -1.03
H 0.87 -0.11 -2.30
C 2.58 -0.51 0.49
C 2.04 -1.40 1.59
H 3.46 0.07 0.74
H 2.91 -1.08 -0.38
H 1.81 0.22 0.25
H 2.67 -2.14 2.07
H 1.23 -2.02 1.23
H 1.63 -0.78 2.40

***

## 2
Molecular formula: C9H14
Method: DFT, ωB97M-V/def2-TZVPD

The spin multiplicity is 2. As for the total charge: +1. The HOMO-LUMO gap (spin up / spin down) is 10.059 / 6.297 eV. The expectation value of S² is 0.768.

CARTESIAN COORDINATES (ANGSTROEM)
C 2.52 1.29 1.35
C 1.22 -0.53 0.21
C 1.55 0.20 1.43
C 0.35 -1.58 0.22
C 0.93 -0.20 2.62
C -0.17 -2.03 1.43
C 0.14 -1.31 2.63
H 1.65 -0.14 -0.71
H 0.04 -2.02 -0.71
H 2.72 1.77 2.30
H 2.27 2.11 0.67
H 1.11 0.33 3.55
H -0.79 -2.91 1.47
H -0.31 -1.62 3.57
H 3.46 0.87 0.94
C -1.98 0.55 -1.89
C -2.19 0.94 -3.36
H -2.64 -0.28 -1.63
H -0.98 0.15 -1.71
H -2.18 1.38 -1.21
H -1.38 1.58 -3.70
H -3.15 1.44 -3.50
H -2.18 0.02 -3.95

***

Most stable to least stable: 2, 1

***

## 1
Molecular formula: C9H14
Method: DFT, ωB97M-V/def2-TZVPD

The spin multiplicity is 2. As for the total charge: +1. The HOMO-LUMO gap (spin up / spin down) is 10.110 / 6.223 eV. The expectation value of S² is 0.768.

CARTESIAN COORDINATES (ANGSTROEM)
C -0.33 -2.27 -2.49
C -0.91 -2.47 -4.00
H -0.26 -1.21 -2.41
H -0.78 -2.61 -1.56
H 0.71 -2.58 -2.49
H -0.36 -1.73 -4.64
H -0.64 -3.43 -4.43
H -1.94 -2.30 -4.21
C -1.96 1.65 2.00
C 0.79 -0.47 0.10
C 1.89 0.16 0.73
C -0.41 0.11 0.45
C -0.67 1.19 1.38
C 1.84 1.31 1.53
C 0.54 1.76 1.82
H 0.98 -1.19 -0.63
H 2.75 -0.45 0.71
H -1.29 -0.17 -0.19
H 2.72 1.77 1.92
H -1.89 2.36 2.78
H -2.53 0.77 2.36
H 0.44 2.67 2.37
H -2.59 2.24 1.27

***

## 2
Molecular formula: C9H14
Method: DFT, ωB97M-V/def2-TZVPD

The spin multiplicity is 2. As for the total charge: +1. The HOMO-LUMO gap (spin up / spin down) is 9.846 / 6.034 eV. The expectation value of S² is 0.768.

CARTESIAN COORDINATES (ANGSTROEM)
C -2.09 1.47 -1.69
C -1.93 1.65 -0.15
H -2.14 2.43 -2.29
H -1.39 0.75 -2.04
H -3.04 1.03 -2.01
H -2.60 1.10 0.40
H -2.36 2.67 0.20
H -0.80 1.82 -0.05
C 0.51 -1.20 2.59
C 1.01 -1.84 -1.03
C 0.64 -1.87 0.30
C 1.65 -0.60 -1.46
C 0.89 -0.83 1.19
C 1.88 0.50 -0.59
C 1.57 0.33 0.72
H 1.07 -2.69 -1.62
H -0.15 -2.73 0.43
H 1.89 -0.54 -2.51
H 2.29 1.47 -0.87
H 1.17 -2.04 2.91
H -0.65 -1.35 2.67
H 1.95 1.02 1.49
H 0.62 -0.55 3.42

***

Most stable to least stable: 1, 2